Record 1
# C4H3FI2N2

A single C4H3FI2N2 molecule (wB97M-V/def2-TZVPD, the Open Molecules 2025 dataset).

Structure (XYZ):
```
12
Properties=species:S:1:pos:R:3:forces:R:3:mulliken_charge:R:1
C 1.175 0.373 1.438 -3.472 -2.121 0.962 -0.2353
C 1.065 0.161 -0.732 -2.053 0.799 1.728 -0.6134
C 1.890 0.547 0.333 1.246 -0.992 -4.142 -0.2030
C -1.450 -0.536 -0.843 1.159 -3.803 0.701 0.0291
N -0.043 -0.100 1.073 -1.874 0.626 3.985 -0.9392
N -0.213 -0.151 -0.207 3.894 1.798 -0.925 0.7380
F -1.434 -0.118 -2.078 0.194 1.490 -1.233 -0.1668
I 3.918 0.381 0.043 0.473 0.456 0.155 0.1119
I -3.163 0.162 0.375 -2.618 -0.186 0.341 0.1743
H 1.420 0.277 2.466 0.273 0.441 0.561 0.4555
H 1.230 0.103 -1.733 0.609 -0.066 -2.585 0.4902
H -4.395 -1.099 -0.136 2.168 1.558 0.451 0.1588
```
Forces are in eV/Å.

The energy above the lowest of the compared OMol25 structures with the same formula, charge and spin comes out at 4.563 eV. As for the net charge: 0. The value obtained for the LUMO energy (alpha / beta) is -0.944 / -0.943 eV. The calculation puts the HOMO energy (alpha / beta) at -7.35 / -7.36 eV. The gap between HOMO and LUMO (alpha / beta) comes out at 0.2356 / 0.2357 Eh. Its spin multiplicity is 1.


Record 2
# C29H27N5NiO2S

A molecular structure, C29H27N5NiO2S (wB97M-V/def2-TZVPD, the Open Molecules 2025 dataset).

Structure (XYZ):
```
65
Properties=species:S:1:pos:R:3:forces:R:3:mulliken_charge:R:1
Ni -0.135 0.498 0.207 0.118 -0.438 -0.150 0.4959
O -0.973 -0.779 1.475 -0.183 0.120 0.056 -0.4059
C -0.595 -1.109 2.649 0.141 -0.062 0.070 0.2034
C -1.404 -2.020 3.398 -0.028 0.013 -0.054 -0.7253
C -1.083 -2.413 4.668 0.025 0.041 -0.028 -0.3848
C 0.082 -1.942 5.299 0.074 -0.003 0.123 -0.7471
C 0.903 -1.093 4.604 0.041 0.018 -0.047 -0.6676
C 0.613 -0.664 3.294 -0.271 -0.123 -0.110 0.7303
C 1.567 0.192 2.652 0.098 0.042 0.025 -0.1582
N 1.416 0.771 1.522 0.082 -0.125 -0.170 0.3558
C 2.453 1.633 0.985 -0.013 0.122 -0.097 -0.7257
C 2.531 1.472 -0.536 0.044 -0.093 0.065 -1.0612
N 1.188 1.376 -1.087 -0.022 0.060 0.101 0.0836
C 1.010 1.525 -2.345 0.050 0.092 0.022 -0.0572
C -0.243 1.400 -3.029 -0.280 -0.092 0.100 0.5933
C -0.310 1.859 -4.357 -0.004 0.003 0.009 -0.6999
C -1.480 1.863 -5.071 0.071 0.083 -0.153 -0.7291
C -2.647 1.383 -4.455 0.033 0.004 0.088 -0.3707
C -2.619 0.896 -3.175 0.062 -0.110 0.010 -0.6511
C -1.415 0.847 -2.406 0.059 -0.022 -0.145 0.1947
O -1.446 0.296 -1.251 -0.105 0.088 0.048 -0.5181
H -2.301 -2.375 2.904 -0.009 0.003 0.026 0.4447
H -1.738 -3.093 5.200 -0.010 -0.002 -0.022 0.3891
H 0.328 -2.244 6.308 -0.016 -0.007 -0.012 0.3826
H 1.809 -0.719 5.073 0.019 -0.036 -0.020 0.3237
H 2.508 0.339 3.199 -0.032 0.080 0.016 0.1747
H 2.191 2.672 1.219 0.011 -0.016 0.019 0.1782
H 3.432 1.416 1.425 -0.017 0.073 0.065 0.4520
H 3.083 2.307 -0.979 0.028 -0.014 0.022 0.5572
H 3.069 0.547 -0.757 -0.011 -0.036 -0.045 0.2991
H 1.868 1.792 -2.973 -0.001 0.052 0.026 0.2576
H 0.600 2.231 -4.818 0.001 0.020 0.027 0.3256
H -1.503 2.240 -6.085 -0.020 -0.029 0.007 0.3802
H -3.583 1.396 -5.002 -0.006 -0.013 0.013 0.3775
H -3.506 0.503 -2.696 -0.017 0.013 -0.026 0.4375
C 0.740 -6.682 -0.157 -0.014 0.041 0.018 -1.4085
C 0.946 -5.530 -1.083 -0.028 0.011 -0.020 0.8459
C 1.107 -5.626 -2.434 0.001 -0.029 -0.073 -0.7939
C 1.256 -4.427 -3.172 -0.023 0.007 0.254 0.9867
N 1.308 -3.245 -2.602 0.181 -0.027 -0.352 -0.4521
C 1.231 -3.141 -1.262 -0.484 0.052 0.447 -0.0450
S 1.380 -1.733 -0.391 0.475 -0.272 0.016 -0.3619
N 0.970 -4.298 -0.537 0.193 -0.005 -0.328 0.0017
C 1.352 -4.468 -4.664 -0.020 -0.008 -0.014 -1.2151
H 0.804 -7.625 -0.693 -0.005 0.003 -0.007 0.3448
H -0.239 -6.611 0.319 0.003 -0.011 0.003 0.3392
H 1.497 -6.668 0.629 -0.009 -0.037 0.009 0.3622
H 1.099 -6.585 -2.930 -0.013 -0.020 0.053 0.3161
H 0.857 -4.162 0.459 -0.003 0.024 0.034 0.2243
H 1.425 -5.490 -5.030 -0.005 0.015 -0.043 0.3397
H 2.217 -3.895 -4.995 0.002 0.009 0.018 0.3206
H 0.468 -3.994 -5.092 -0.001 -0.005 -0.002 0.2905
N -1.066 2.128 0.962 0.010 0.513 0.108 -0.4434
C -1.266 3.177 1.373 -0.093 -0.253 -0.066 0.3842
C -1.515 4.492 1.865 -0.119 0.525 0.152 0.4259
C -0.486 5.435 1.858 -0.020 -0.175 -0.039 -0.3590
C -0.734 6.719 2.306 -0.015 0.123 0.038 -0.6213
C -1.998 7.066 2.764 0.029 -0.073 -0.011 -0.3491
C -3.020 6.128 2.769 -0.033 0.131 0.041 -0.5462
C -2.787 4.840 2.323 0.075 -0.159 -0.058 -0.3834
H 0.495 5.152 1.500 -0.006 0.010 -0.017 0.4337
H 0.056 7.459 2.295 0.026 -0.042 0.008 0.3861
H -2.184 8.071 3.121 -0.011 0.003 -0.025 0.3868
H -4.004 6.411 3.119 -0.002 -0.057 0.010 0.3857
H -3.576 4.101 2.323 -0.004 0.005 -0.014 0.4701
```
Forces are in eV/Å.

The energy above the lowest of the compared OMol25 structures with the same formula, charge and spin comes out at 1.096 eV. As for the net charge: 0. The value obtained for the LUMO energy (alpha / beta) is 0.118 / 0.131 eV. The calculation puts the HOMO energy (alpha / beta) at -6.72 / -6.68 eV. The gap between HOMO and LUMO (alpha / beta) comes out at 0.2513 / 0.2505 Eh. Its spin multiplicity is 3.


Record 3
# C36H87N5O2

7 unconnected molecules or ions with the total composition C36H87N5O2 (wB97M-V/def2-TZVPD, the Open Molecules 2025 dataset).

Structure (XYZ):
```
130
Properties=species:S:1:pos:R:3:forces:R:3:mulliken_charge:R:1
C -1.857 7.016 1.309 0.397 -0.358 -0.894 -1.4089
C -1.528 5.631 1.855 -0.945 0.371 0.031 -0.2645
N -2.709 4.740 1.788 -0.340 1.205 -0.011 0.0891
C -3.668 5.060 2.866 -0.897 -0.831 -0.683 -0.4492
C -4.986 4.248 2.692 0.812 -0.274 0.448 -1.0624
C -2.281 3.368 1.691 0.673 -0.671 0.377 0.7688
C -1.622 2.983 0.369 0.130 0.224 -0.169 -1.0900
H -0.973 7.653 1.311 0.005 0.104 0.282 0.4249
H -2.673 7.508 1.840 0.125 -0.054 -0.008 0.3103
H -2.122 6.900 0.258 -0.293 0.147 -0.027 0.3383
H -0.711 5.152 1.316 -0.054 0.311 -0.034 0.4144
H -1.192 5.812 2.876 0.118 -0.517 0.536 0.1710
H -3.264 4.906 3.867 0.337 -0.280 0.311 0.3049
H -3.921 6.119 2.827 0.132 0.001 -0.244 0.3633
H -5.780 4.493 3.398 -0.053 0.830 -0.278 0.4631
H -5.286 4.289 1.644 -0.298 0.123 0.168 0.3011
H -4.861 3.201 2.966 0.460 -0.188 -0.306 0.0952
H -3.044 2.614 1.883 -0.425 0.449 0.080 -0.1691
H -1.541 3.249 2.482 0.386 -0.638 0.333 -0.1479
H -0.706 3.544 0.184 -0.014 0.064 -0.066 0.5331
H -2.280 3.130 -0.488 -0.125 0.090 0.059 0.3320
H -1.328 1.934 0.375 -0.120 -0.063 0.139 -0.2134
C -5.553 1.350 0.360 -0.047 0.554 0.122 -1.4025
C -4.490 0.485 -0.316 -0.412 -0.048 0.620 0.0404
N -4.248 -0.804 0.378 -0.031 0.794 0.075 0.0092
C -3.391 -1.588 -0.490 -0.390 -1.322 -0.649 0.1562
C -4.136 -1.998 -1.809 0.744 0.257 0.296 -1.5206
C -3.674 -0.678 1.755 -1.293 -0.245 -0.888 0.5450
C -3.747 -2.018 2.450 0.595 -0.472 0.428 -1.7687
H -5.206 1.840 1.269 0.086 -0.337 0.148 -0.0040
H -6.489 0.838 0.583 0.228 -0.466 0.070 0.4016
H -5.881 2.196 -0.245 0.302 0.002 -0.460 0.4420
H -4.780 0.321 -1.354 -0.309 -0.437 0.238 0.3759
H -3.546 1.015 -0.445 0.351 0.453 0.335 0.1047
H -2.445 -1.084 -0.685 0.212 0.348 -0.436 -0.0223
H -3.072 -2.506 0.004 -0.246 -0.055 0.204 0.2954
H -3.702 -2.840 -2.348 0.481 -0.046 0.368 0.3664
H -5.161 -2.307 -1.604 -0.087 0.400 0.138 0.3728
H -4.085 -1.176 -2.522 -0.390 -0.021 -0.034 0.2629
H -4.315 -0.044 2.366 -0.010 0.487 -0.401 0.3870
H -2.664 -0.266 1.756 0.245 0.163 -0.042 -0.3237
H -3.670 -1.889 3.529 -0.054 0.080 0.087 0.5087
H -2.918 -2.676 2.189 -0.079 -0.145 -0.174 0.3059
H -4.692 -2.519 2.241 0.041 0.066 -0.105 0.4164
C 0.801 3.011 4.152 0.104 0.025 1.139 -1.1737
C -0.051 2.233 5.181 0.186 -0.407 -0.775 -0.3657
N 0.299 0.831 5.289 -0.316 -1.414 -0.272 0.8734
C -0.693 0.064 6.097 0.718 0.541 -0.787 -0.7336
C -2.115 0.092 5.532 0.029 0.016 0.044 -1.1680
C 1.673 0.591 5.790 -0.038 0.139 -1.560 -0.5880
C 2.269 -0.810 5.434 -1.190 0.949 0.525 -1.3749
H 0.266 3.948 3.996 0.389 0.166 -0.240 0.2444
H 0.984 2.509 3.202 -0.579 -0.271 0.003 0.1083
H 1.802 3.193 4.543 -0.045 0.397 0.085 0.5036
H -0.061 2.646 6.190 0.336 0.805 0.209 0.3272
H -1.079 2.330 4.832 -0.043 -0.315 0.016 0.0434
H -0.362 -0.973 6.042 -0.047 -0.057 0.213 0.3163
H -0.583 0.388 7.132 -0.421 0.103 0.447 0.4046
H -2.051 -0.442 4.584 -0.398 -0.016 -0.048 0.1008
H -2.841 -0.375 6.198 0.279 -0.534 0.033 0.4775
H -2.597 1.053 5.352 0.550 0.296 -0.059 0.3206
H 1.711 0.856 6.846 0.351 -0.155 0.351 0.3880
H 2.303 1.271 5.216 0.023 0.369 0.366 0.3121
H 1.795 -1.527 6.104 0.412 -0.448 -0.266 0.4147
H 3.357 -0.817 5.500 -0.095 -0.006 0.385 0.3931
H 2.021 -1.013 4.392 -0.200 -0.217 0.128 0.2433
C 1.729 -0.400 -2.053 -0.879 0.305 -0.456 -0.3703
C 1.667 -0.301 -3.595 0.271 0.196 0.178 -0.5309
N 1.057 0.924 -4.111 0.773 0.464 -0.287 0.2831
C 1.368 1.185 -5.545 0.186 0.763 1.305 -0.5474
C 0.946 2.611 -5.943 0.602 -0.878 -0.088 -1.2798
C -0.319 1.197 -3.645 1.235 -0.480 -1.125 -0.1910
C -1.331 0.316 -4.324 -0.580 -1.126 -0.131 -0.8506
H 0.697 -0.461 -1.707 0.017 -0.385 0.276 -0.5218
H 2.129 0.484 -1.557 0.337 0.182 -0.345 0.4309
H 2.270 -1.272 -1.685 -0.105 -0.048 -0.187 0.0954
H 2.673 -0.386 -4.006 0.218 0.352 -0.038 0.2974
H 1.173 -1.184 -4.002 -0.374 -0.409 0.138 0.2729
H 1.098 0.409 -6.260 -0.965 -0.195 -0.053 0.4287
H 2.448 1.188 -5.685 0.323 -0.083 0.554 0.4057
H 1.335 2.736 -6.954 -0.618 0.264 -0.269 0.4376
H 1.513 3.323 -5.344 -0.233 -0.015 0.268 0.2915
H -0.124 2.782 -5.829 0.123 0.133 -0.411 0.2902
H -0.286 1.070 -2.563 -0.380 0.036 -0.084 -0.1202
H -0.589 2.229 -3.870 0.253 0.142 0.253 0.3095
H -2.298 0.479 -3.848 -0.251 -0.197 -0.343 0.3522
H -1.389 0.367 -5.411 -0.169 1.220 -0.131 0.4011
H -1.101 -0.750 -4.316 0.125 -0.219 1.096 0.0202
C 5.073 -5.980 -2.444 -0.252 1.670 0.032 -1.5813
C 4.477 -4.527 -2.315 1.419 -0.036 -0.739 0.3730
N 5.487 -3.448 -2.741 -0.232 -0.939 0.065 0.0298
C 5.054 -2.046 -2.365 0.761 -1.624 -0.256 0.0915
C 5.249 -1.843 -0.872 -0.523 -0.236 -0.021 -1.3563
C 5.843 -3.548 -4.187 -1.988 0.519 -0.096 -0.6473
C 4.669 -3.057 -5.105 1.076 0.834 0.150 -0.7756
H 5.161 -6.250 -3.497 0.384 -0.101 0.143 0.3267
H 4.460 -6.740 -1.960 -0.146 0.225 0.088 0.4234
H 6.022 -5.888 -1.917 0.234 -0.529 -0.348 0.3650
H 3.589 -4.454 -2.944 -0.408 0.089 0.160 -0.2278
H 4.232 -4.419 -1.259 -0.116 0.482 -0.158 0.3840
H 5.688 -1.332 -2.891 0.061 -0.137 -0.273 0.4289
H 4.032 -1.915 -2.719 -0.195 0.375 0.277 -0.1312
H 6.254 -2.128 -0.560 0.023 0.016 -0.183 0.4355
H 5.069 -0.811 -0.572 -0.086 0.036 -0.056 0.4153
H 4.541 -2.485 -0.346 -0.003 0.134 0.289 0.1605
H 6.078 -4.548 -4.552 0.288 -0.149 0.793 0.2492
H 6.687 -2.891 -4.398 0.161 -0.131 0.200 0.4023
H 3.666 -3.374 -4.818 0.163 -0.293 -0.100 0.0694
H 4.893 -3.263 -6.152 -0.237 -0.369 -0.020 0.4307
H 4.696 -1.969 -5.051 -0.372 0.162 0.018 0.2077
C 0.401 -4.564 -1.115 -0.358 0.126 -0.318 -1.0684
C -0.047 -3.648 -2.220 -0.939 0.040 -0.442 0.7354
O -0.797 -2.713 -2.012 0.490 -0.390 -0.197 -0.3377
C 0.450 -3.953 -3.636 0.128 -0.014 0.836 -0.4507
H -0.180 -4.342 -0.220 0.471 0.145 0.076 0.2146
H 1.476 -4.407 -1.016 0.041 -0.151 0.453 0.1019
H 0.209 -5.598 -1.401 0.178 -0.078 -0.090 0.5199
H 0.555 -5.019 -3.838 -0.382 -0.084 0.079 0.4812
H 1.486 -3.612 -3.637 0.070 0.430 -0.382 -0.4756
H -0.186 -3.453 -4.366 0.318 0.018 0.006 0.3322
C 0.129 -0.478 1.576 0.020 0.338 -0.321 0.2845
C 1.526 -1.058 1.379 -0.593 -1.676 -0.886 0.6508
O 1.677 -2.183 0.889 -0.113 1.742 0.903 -0.6124
C 2.713 -0.174 1.683 0.425 -0.266 -0.262 -0.9468
H -0.715 -1.157 1.456 0.499 -0.599 0.406 0.2977
H -0.083 0.208 0.756 0.465 0.336 -0.235 -0.4152
H 0.038 0.125 2.479 0.064 -0.147 0.233 -0.0456
H 2.681 0.707 1.042 -0.210 0.225 0.132 0.3650
H 3.631 -0.698 1.419 -0.111 -0.161 0.034 0.1412
H 2.797 0.128 2.727 -0.338 0.130 -0.039 0.1299
```
Forces are in eV/Å.

As for the SMILES: CCN(CC)CC.CCN(CC)CC.CCN(CC)CC.CCN(CC)CC.CCN(CC)CC.CC(C)=O.CC(C)=O. The energy above the lowest of the compared OMol25 structures with the same formula, charge and spin comes out at 0.000 eV. As for the net charge: 0. The value obtained for the LUMO energy is 0.761 eV. The calculation puts the HOMO energy at -7.88 eV. The gap between HOMO and LUMO comes out at 0.3176 Eh. Its spin multiplicity is 1.


Record 4
# C2H4IN

A single C2H4IN molecule (wB97M-V/def2-TZVPD, the Open Molecules 2025 dataset).

Structure (XYZ):
```
8
Properties=species:S:1:pos:R:3:forces:R:3:mulliken_charge:R:1
C -0.342 0.363 -0.787 4.397 -3.211 -0.711 -0.3036
C 0.680 0.278 0.337 -1.050 -0.966 -2.370 -0.3447
N 0.120 -1.026 0.037 0.005 4.144 -2.770 -0.3862
I -1.184 -1.822 1.485 -1.829 -1.628 2.124 0.0088
H -1.215 0.731 -0.459 -3.318 0.847 0.867 0.2599
H -0.155 0.390 -1.908 0.191 -0.066 1.889 0.2266
H 1.677 0.341 0.056 1.892 0.396 -0.366 0.2604
H 0.418 0.745 1.238 -0.289 0.484 1.337 0.2789
```
Forces are in eV/Å.

The energy above the lowest of the compared OMol25 structures with the same formula, charge and spin comes out at 2.110 eV. As for the net charge: 0. The value obtained for the LUMO energy (alpha / beta) is 1.033 / -2.768 eV. The calculation puts the HOMO energy (alpha / beta) at -6.43 / -9.23 eV. The gap between HOMO and LUMO (alpha / beta) comes out at 0.2742 / 0.2375 Eh. Its spin multiplicity is 3.


Computed largest force on an atom (hartree/bohr) in order:
0.0865, 0.0129, 0.0400, 0.1068